(1)
The following is a quantum chemistry calculation of C10H10N2O2 as an isolated structure in a non-equilibrium geometry, from OMol25.

The total energy is -646.98530 a.u. The frontier orbital gap comes out at 9.03 eV. The largest force on an atom is 6.2 eV Å⁻¹. The calculation puts the energy above the lowest of the compared OMol25 structures with the same formula, charge and spin at 306.3 kJ/mol. Its HOMO energy is -9.26 eV.

Last column: natural (NBO) charge in e.
Cartesian coordinates (Å):
1 C -2.80477 -1.71528 -0.18751  -0.212
2 C -2.28723 -0.63554 0.52171  -0.188
3 C -1.14415 -0.81093 1.35967  -0.243
4 C -0.65620 -2.10123 1.47166  -0.205
5 C -1.18579 -3.17641 0.76577  -0.219
6 C -2.22959 -2.97921 -0.08547  -0.189
7 C 0.73108 0.99527 -1.36509  0.662
8 C 1.53739 1.94137 -2.11160  -0.399
9 C 2.48137 2.68298 -1.36910  0.069
10 C 1.64299 2.01378 0.77836  0.783
11 H -3.64751 -1.57177 -0.76903  0.208
12 H -2.74189 0.33184 0.43098  0.211
13 H -0.68213 0.02225 1.85129  0.210
14 H 0.15459 -2.29186 2.16721  0.209
15 H -0.67560 -4.13495 0.75919  0.212
16 H -2.58023 -3.86515 -0.56814  0.210
17 H 0.43768 0.66812 0.57752  0.420
18 H 1.63252 1.96142 -3.12867  0.232
19 H 3.09908 3.41150 -1.98651  0.216
20 H 3.80587 2.86275 0.55882  0.444
21 N 0.93562 1.23275 0.02130  -0.653
22 N 2.57277 2.89502 0.01473  -0.632
23 O 0.08667 0.09498 -1.71999  -0.528
24 O 1.51745 2.16830 2.01289  -0.618

(2)
The following is a quantum chemistry calculation of a 2-piece molecular cluster, C10H10N2O2 overall in a non-equilibrium geometry, from OMol25.

The SMILES is O=c1cc[nH]c(=O)[nH]1.c1ccccc1. The total energy is -647.03881 a.u. The frontier orbital gap comes out at 9.79 eV. The largest force on an atom is 4.2 eV Å⁻¹. The calculation puts the energy above the lowest of the compared OMol25 structures with the same formula, charge and spin at 165.8 kJ/mol. Its HOMO energy is -9.25 eV.

Last column: natural (NBO) charge in e.
Cartesian coordinates (Å):
1 C 1.98291 -0.55892 1.77984  -0.223
2 C 0.56534 -0.67955 1.95156  -0.206
3 C -0.11020 -1.47290 1.12034  -0.250
4 C 0.50205 -2.12359 0.08025  -0.203
5 C 1.85448 -1.90004 -0.26461  -0.212
6 C 2.60451 -1.20433 0.67639  -0.212
7 C -0.50167 2.10535 0.09669  0.658
8 C -1.96705 1.99475 0.19353  -0.431
9 C -2.58625 1.15341 -0.69137  0.085
10 C -0.60005 0.84731 -1.98901  0.776
11 H 2.70357 0.03519 2.43593  0.229
12 H -0.06157 -0.21731 2.76439  0.225
13 H -1.12082 -1.83278 1.28536  0.214
14 H 0.07162 -2.79010 -0.55232  0.203
15 H 2.34488 -2.30521 -1.11812  0.218
16 H 3.77763 -1.22330 0.60073  0.217
17 H 0.96352 1.87079 -1.31219  0.434
18 H -2.70194 2.34622 0.97454  0.254
19 H -3.71322 0.81330 -0.66089  0.224
20 H -2.26466 -0.23645 -2.29521  0.437
21 N 0.02677 1.63200 -1.13739  -0.623
22 N -1.89625 0.45737 -1.62390  -0.617
23 O 0.18612 2.77944 0.75243  -0.554
24 O -0.05972 0.50935 -3.06696  -0.643

(3)
The following is a quantum chemistry calculation of one molecule with the formula C10H10N2O2 in a non-equilibrium geometry, from OMol25.

The SMILES is O=N/C=C\N=C/OCc1ccccc1. The total energy is -646.86082 a.u. The frontier orbital gap (spin up / spin down) comes out at 7.54 / 7.54 eV. The largest force on an atom is 4.8 eV Å⁻¹. The calculation puts the energy above the lowest of the compared OMol25 structures with the same formula, charge and spin at 633.2 kJ/mol. Its HOMO energy (spin up / spin down) is -7.82 / -7.83 eV.

Last column: natural (NBO) charge in e.
Cartesian coordinates (Å):
1 C 3.55546 2.10461 0.05860  -0.231
2 C 2.63867 2.83083 0.74787  -0.189
3 C 3.05896 1.16341 -0.85775  -0.175
4 C 1.20632 2.60305 0.56317  -0.198
5 C 1.67780 0.90838 -1.03640  -0.216
6 C 0.82136 1.50589 -0.22950  -0.067
7 C -1.94729 -2.85113 0.58002  0.091
8 C -2.78908 -3.75791 1.21234  -0.199
9 C -1.68817 -0.97758 -0.83418  0.460
10 C -0.65827 1.17183 -0.37199  -0.081
11 N -2.13820 -2.09442 -0.49900  -0.465
12 N -3.98515 -4.09655 0.79474  0.060
13 O -4.74200 -3.38969 0.12609  -0.343
14 O -1.06357 -0.19035 0.03863  -0.493
15 H 4.64116 2.13260 0.29670  0.227
16 H 3.05073 3.51917 1.57156  0.221
17 H 3.78062 0.61328 -1.45219  0.213
18 H 0.59596 3.12997 1.22687  0.217
19 H 1.26184 0.28901 -1.79540  0.214
20 H -0.77964 -2.90621 0.81396  0.189
21 H -2.42853 -4.34146 2.00083  0.209
22 H -1.72809 -0.65650 -1.83670  0.161
23 H -1.30185 1.93629 0.29152  0.204
24 H -1.03905 1.35347 -1.40978  0.192

(4)
The following is a quantum chemistry calculation of a 2-piece molecular cluster, C10H10N2O2 overall in a non-equilibrium geometry, from OMol25.

The SMILES is O=c1cc[nH]c(=O)[nH]1.c1ccccc1. The total energy is -646.98751 a.u. The frontier orbital gap comes out at 9.30 eV. The largest force on an atom is 5.6 eV Å⁻¹. The calculation puts the energy above the lowest of the compared OMol25 structures with the same formula, charge and spin at 300.5 kJ/mol. Its HOMO energy is -8.96 eV.

Last column: natural (NBO) charge in e.
Cartesian coordinates (Å):
1 C 0.99657 -2.15909 1.01864  -0.199
2 C -0.18780 -1.77822 1.59206  -0.221
3 C -1.36154 -1.44894 0.91123  -0.255
4 C -1.35342 -1.74192 -0.43838  -0.211
5 C -0.23176 -2.42758 -1.15261  -0.223
6 C 1.00979 -2.45884 -0.43021  -0.213
7 C 1.12180 1.28610 0.58991  0.648
8 C 0.09027 2.02701 1.42636  -0.381
9 C -0.97060 2.42144 0.76567  0.076
10 C -0.30908 1.31202 -1.35257  0.793
11 H 1.98369 -2.06878 1.51476  0.234
12 H -0.04387 -1.29325 2.54254  0.207
13 H -2.15290 -0.70904 1.13775  0.224
14 H -2.40859 -1.61455 -0.89229  0.210
15 H -0.16686 -2.87599 -2.20275  0.235
16 H 1.92234 -2.82517 -0.84583  0.209
17 H 1.63287 0.79483 -1.47326  0.450
18 H 0.27084 2.22082 2.42099  0.250
19 H -1.76349 3.10027 1.23230  0.221
20 H -2.28154 1.86852 -1.05804  0.463
21 N 0.92235 1.13243 -0.82737  -0.636
22 N -1.31681 2.01238 -0.50605  -0.662
23 O 2.15399 0.66801 1.08524  -0.605
24 O -0.53606 0.73158 -2.41310  -0.613